{"formula": "C22H36N11O6P3W", "method": "ωB97M-V/def2-TZVPD", "orbital_gap_ha": [0.25262, 0.25262], "max_force_ev_per_a": 0.19, "charge": 4, "homo_energy_ev": [-18.474, -18.476], "e_above_lowest_ev": 0.000, "elements": ["W", "N", "C", "N", "C", "N", "N", "C", "C", "C", "C", "C", "C", "N", "C", "C", "C", "C", "C", "C", "H", "H", "H", "H", "H", "H", "H", "H", "H", "H", "H", "N", "C", "C", "P", "O", "O", "O", "P", "O", "O", "O", "H", "H", "H", "H", "H", "H", "H", "H", "C", "N", "C", "N", "C", "N", "C", "P", "C", "C", "H", "H", "H", "H", "H", "H", "H", "H", "H", "H", "H", "H", "H", "N", "N", "H", "H", "H", "H"], "xyz": [[0.5251, -1.6253, 0.2062], [-2.1865, -1.9240, -3.2563], [-1.1346, -1.9963, -2.4757], [-0.9797, -1.2722, -1.3771], [-2.0018, -0.3824, -1.0119], [-1.8349, 0.3713, 0.0225], [-0.6328, 0.1242, 0.6460], [-0.2909, 0.9598, 1.5615], [0.9828, 0.7186, 2.1831], [1.4904, 1.5098, 3.2020], [2.7022, 1.1643, 3.7784], [3.3459, 0.0272, 3.3140], [2.7763, -0.7127, 2.2921], [1.6193, -0.3802, 1.6991], [-3.1939, -0.2917, -1.8258], [-4.2636, 0.5524, -1.5042], [-5.3698, 0.5919, -2.3259], [-5.4288, -0.2025, -3.4751], [-4.3847, -1.0461, -3.8097], [-3.2776, -1.0807, -2.9765], [-2.2278, -2.5145, -4.0788], [-0.3652, -2.7075, -2.7442], [-0.9481, 1.7815, 1.8247], [0.9263, 2.3671, 3.5456], [3.1223, 1.7534, 4.5829], [4.2781, -0.3048, 3.7506], [3.2357, -1.6369, 1.9778], [-4.2105, 1.1612, -0.6126], [-6.1996, 1.2409, -2.0825], [-6.3028, -0.1614, -4.1115], [-4.4337, -1.6630, -4.6986], [-1.7157, -4.7291, 3.0509], [-0.6542, -4.8253, 1.9565], [-0.4024, -6.2835, 1.5798], [-1.1520, -3.7710, 0.5555], [-2.5179, -4.2746, -0.0184], [-1.3144, -2.3656, 1.1189], [-0.0292, -3.6367, -0.4822], [0.8350, -3.9327, 2.7072], [2.0214, -4.9673, 2.7181], [0.3627, -3.4526, 4.0149], [1.2775, -2.9395, 1.6193], [-2.5392, -4.1759, 2.7990], [-1.2459, -4.2408, 3.8536], [-2.0381, -5.6542, 3.3465], [-1.3079, -6.7676, 1.2064], [-0.0472, -6.8513, 2.4407], [0.3690, -6.3487, 0.8134], [-2.6181, -5.1712, -0.3733], [2.2441, -5.3526, 3.5803], [3.7577, 1.5878, -3.1945], [3.3063, 2.2767, -1.8853], [2.1309, 3.2195, -2.2198], [1.0943, 2.4913, -2.8595], [1.5770, 1.8729, -4.0928], [2.6574, 0.9308, -3.8074], [2.2137, -0.2637, -3.1041], [1.5325, 0.1857, -1.4329], [2.9177, 1.2725, -0.8401], [0.3945, 1.5540, -1.9914], [4.5584, 0.8966, -2.9345], [4.1439, 2.3815, -3.8335], [4.0853, 2.8374, -1.5288], [2.5338, 3.9875, -2.8795], [1.8025, 3.6712, -1.2842], [1.9475, 2.6489, -4.7625], [0.7591, 1.3547, -4.5904], [3.0494, -0.9513, -2.9842], [1.4373, -0.7565, -3.6929], [3.7895, 0.6659, -0.6043], [2.6148, 1.8133, 0.0587], [-0.0167, 2.0809, -1.1285], [-0.4436, 1.1336, -2.5480], [3.7249, -1.8761, -0.6999], [2.4622, -2.5688, -0.5982], [4.4061, -2.5061, -1.1225], [4.0589, -1.7110, 0.2435], [2.5476, -3.4120, -0.0262], [2.2268, -2.8929, -1.5325]], "lowdin_charge": [1.54, 0.18, -0.12, -0.07, -0.29, 0.12, -0.17, 0.00, -0.25, 0.04, 0.02, 0.02, -0.11, -0.04, -0.08, 0.03, 0.00, 0.01, 0.03, -0.15, 0.19, 0.15, 0.17, 0.14, 0.14, 0.14, 0.10, 0.13, 0.13, 0.14, 0.14, 0.21, -0.46, -0.04, 0.39, -0.04, -0.33, -0.37, 0.40, -0.07, -0.23, -0.48, 0.17, 0.14, 0.18, 0.10, 0.11, 0.10, 0.13, 0.13, -0.07, -0.05, -0.08, -0.13, -0.12, -0.13, -0.26, 1.02, -0.22, -0.26, 0.16, 0.16, 0.20, 0.16, 0.15, 0.16, 0.15, 0.09, 0.10, 0.09, 0.10, 0.10, 0.10, 0.01, -0.14, 0.12, 0.07, 0.11, 0.10]}

{"formula": "C16H14BBrFeO2", "method": "ωB97M-V/def2-TZVPD", "orbital_gap_ha": [0.17448, 0.15235], "max_force_ev_per_a": 2.33, "spin_multiplicity": 6, "charge": -1, "homo_energy_ev": [-2.428, -2.421], "elements": ["C", "C", "C", "H", "C", "C", "H", "H", "H", "H", "Fe", "Br", "C", "C", "C", "H", "C", "C", "H", "H", "H", "H", "O", "B", "O", "C", "C", "C", "C", "C", "C", "H", "H", "H", "H"], "xyz": [[-2.4555, -0.7273, -1.2504], [-1.7623, -1.2199, -0.1149], [-1.6604, -0.0743, 0.8635], [-1.6884, -2.2668, 0.1903], [-1.6435, 1.1119, -0.0842], [-2.3621, 0.7126, -1.2469], [-2.7836, 1.3677, -1.9965], [-2.9768, -1.3125, -2.0052], [-2.5708, 0.0031, 1.5318], [-1.4092, 2.1293, 0.2511], [-0.3420, -0.0559, -1.2437], [1.9915, -0.1738, -1.3724], [2.1808, 0.8400, -4.7676], [1.0992, 1.6395, -5.2508], [0.1044, 0.7596, -5.7845], [1.0591, 2.7276, -5.2505], [0.5751, -0.5846, -5.6343], [1.8602, -0.5330, -5.0090], [2.5002, -1.3820, -4.7732], [3.0959, 1.2093, -4.3079], [-0.8234, 1.0643, -6.2683], [0.0607, -1.4815, -5.9760], [0.0005, -1.3165, 2.4578], [-0.5382, -0.1288, 1.9362], [-0.1034, 1.0025, 2.6671], [0.6168, 0.4930, 3.7165], [0.8102, 1.1404, 4.9220], [0.8769, 0.3090, 6.0489], [0.9239, -1.0823, 5.9451], [0.9151, -1.7359, 4.7017], [0.6763, -0.9383, 3.5971], [0.8009, 2.2357, 4.9937], [0.9494, 0.7741, 7.0332], [1.0268, -1.6801, 6.8559], [0.9957, -2.8260, 4.6243]], "lowdin_spin": [0.16, 0.26, 0.12, 0.01, 0.24, 0.12, 0.01, 0.01, 0.06, 0.01, 3.80, 0.14, 0.00, 0.00, 0.00, 0.00, 0.00, 0.00, 0.00, 0.00, 0.00, 0.00, 0.00, 0.02, 0.00, 0.00, 0.00, 0.00, 0.00, 0.00, 0.00, 0.00, 0.00, 0.00, 0.00]}

{"formula": "C23H26FN5O4S", "method": "ωB97M-V/def2-TZVPD", "orbital_gap_ha": 0.29842, "max_force_ev_per_a": 0.89, "charge": 0, "homo_energy_ev": -8.442, "e_above_lowest_ev": 0.000, "elements": ["C", "H", "H", "H", "C", "C", "H", "H", "H", "H", "C", "C", "N", "C", "O", "C", "C", "C", "C", "C", "O", "H", "H", "H", "N", "C", "O", "C", "C", "N", "H", "H", "C", "N", "S", "C", "O", "N", "H", "H", "C", "C", "C", "C", "C", "C", "C", "H", "H", "F", "H", "H", "H", "H", "H", "H", "H", "H", "H", "H"], "xyz": [[-2.8259, 0.0788, -2.3330], [-3.0008, -0.9184, -1.9333], [-3.3886, 0.7891, -1.7307], [-3.2087, 0.1110, -3.3507], [-1.3349, 0.4111, -2.3137], [-0.5483, -0.6172, -3.1226], [0.5219, -0.4709, -3.0014], [-0.7946, -1.6240, -2.7907], [-0.7961, -0.5372, -4.1792], [-0.9938, 0.3734, -1.2733], [-1.1084, 1.8350, -2.8339], [0.3187, 2.3484, -2.6259], [0.6679, 2.3918, -1.2228], [1.5734, 1.5645, -0.6776], [2.2914, 0.8226, -1.3146], [1.5965, 1.6403, 0.8711], [2.9717, 1.4638, 1.4095], [4.0560, 0.7595, 0.9754], [5.0901, 1.0161, 1.9081], [4.5599, 1.8534, 2.8384], [3.2787, 2.1333, 2.5487], [4.9724, 2.3072, 3.7176], [6.0876, 0.6290, 1.8821], [4.1045, 0.1546, 0.0953], [0.6329, 0.6358, 1.3587], [-0.6775, 0.9751, 1.2532], [-0.9976, 2.1338, 0.9520], [-1.7296, -0.0125, 1.4199], [-3.0909, 0.3220, 1.3665], [-3.6102, 1.5507, 1.3364], [-2.9753, 2.3256, 1.2162], [-4.6146, 1.6247, 1.2471], [-3.8827, -0.8708, 1.3714], [-3.2039, -1.9972, 1.4018], [-1.6098, -1.7509, 1.4375], [-5.3575, -0.8611, 1.3015], [-6.0021, 0.1733, 1.2271], [-5.9160, -2.0857, 1.3214], [-5.3262, -2.8983, 1.3734], [-6.9158, -2.1798, 1.2681], [1.1491, -0.5234, 2.0489], [1.8228, -1.5268, 1.1452], [2.9458, -2.2102, 1.5943], [3.5805, -3.1355, 0.7872], [3.0798, -3.3616, -0.4819], [1.9645, -2.6969, -0.9544], [1.3381, -1.7817, -0.1296], [0.4719, -1.2534, -0.4919], [1.6038, -2.8919, -1.9513], [3.6968, -4.2607, -1.2773], [4.4547, -3.6696, 1.1238], [3.3333, -2.0139, 2.5832], [0.3311, -1.0021, 2.5941], [1.8707, -0.1806, 2.7994], [1.2266, 2.6223, 1.1951], [-0.0007, 2.8381, -0.6048], [0.4039, 3.3587, -3.0398], [1.0486, 1.7052, -3.1194], [-1.3405, 1.8737, -3.8998], [-1.7947, 2.5101, -2.3159]], "nbo_charge": [-0.60, 0.21, 0.21, 0.20, -0.22, -0.62, 0.22, 0.21, 0.20, 0.19, -0.40, -0.23, -0.62, 0.69, -0.64, -0.18, 0.24, -0.26, -0.32, 0.09, -0.40, 0.20, 0.23, 0.26, -0.41, 0.67, -0.70, -0.44, 0.22, -0.78, 0.43, 0.44, 0.01, -0.57, 0.70, 0.64, -0.63, -0.80, 0.42, 0.41, -0.23, -0.09, -0.18, -0.29, 0.39, -0.28, -0.12, 0.20, 0.23, -0.33, 0.23, 0.22, 0.22, 0.22, 0.25, 0.43, 0.20, 0.23, 0.21, 0.20]}

{"formula": "CH5N3", "method": "ωB97M-V/def2-TZVPD", "orbital_gap_ha": 0.37023, "max_force_ev_per_a": 1.73, "charge": 0, "homo_energy_ev": -9.628, "e_above_lowest_ev": 1.391, "elements": ["C", "N", "N", "N", "H", "H", "H", "H", "H"], "xyz": [[-0.0285, 0.2388, 1.1649], [-1.3508, 0.3654, 1.0053], [1.0390, -0.1100, -1.5955], [1.0801, 0.1575, 1.5098], [-1.9486, 0.5572, 1.8115], [-1.8243, -0.1269, 0.2452], [0.0344, -0.2637, -1.5502], [1.4486, -1.0066, -1.8554], [1.5501, 0.1882, -0.7357]], "nbo_charge": [0.43, -0.87, -1.10, -0.39, 0.42, 0.41, 0.35, 0.36, 0.39]}

{"formula": "C5H20N10O5Ti", "method": "ωB97M-V/def2-TZVPD", "orbital_gap_ha": [0.15461, 0.15469], "max_force_ev_per_a": 7.44, "spin_multiplicity": 5, "charge": 2, "homo_energy_ev": [-9.320, -15.063], "e_above_lowest_ev": 0.668, "elements": ["Ti", "C", "O", "N", "N", "H", "H", "H", "H", "C", "O", "N", "N", "H", "H", "H", "H", "C", "O", "N", "N", "H", "H", "H", "H", "C", "O", "N", "N", "H", "H", "H", "H", "C", "O", "N", "N", "H", "H", "H", "H"], "xyz": [[-0.2582, -0.3894, -0.4946], [2.3707, -2.7653, 0.0941], [1.1885, -2.4752, -0.1925], [2.8278, -3.9675, 0.3630], [3.3417, -1.8981, 0.1529], [2.3106, -4.7260, 0.7840], [3.8154, -4.1733, 0.4130], [4.3141, -2.0859, 0.3509], [3.1146, -0.9153, 0.2029], [2.0077, 1.5135, 1.8989], [1.6529, 1.1130, 0.7833], [2.6852, 2.6411, 2.0157], [1.6729, 0.9947, 3.0245], [2.9045, 3.0607, 1.1235], [3.0721, 2.9854, 2.8827], [0.9659, 0.2954, 3.2009], [2.1076, 1.4952, 3.7865], [-2.7718, -2.0705, -0.2567], [-2.0613, -1.7952, -1.1939], [-3.9120, -1.4972, -0.1109], [-2.5163, -2.9324, 0.7007], [-4.3525, -1.7701, 0.7560], [-4.3266, -0.8296, -0.7453], [-1.6563, -3.4427, 0.5593], [-3.1519, -3.2203, 1.4310], [0.6163, 1.0440, -3.5814], [-0.1065, 0.4225, -2.8525], [0.2860, 1.4380, -4.8401], [1.8404, 1.4967, -3.2979], [-0.4038, 0.9062, -5.3515], [0.8826, 2.0427, -5.3864], [2.3346, 1.9716, -4.0398], [2.1277, 1.3123, -2.3474], [-2.3939, 1.7585, 1.0515], [-1.4237, 1.1739, 0.6217], [-3.6247, 1.6792, 0.6765], [-2.4833, 2.6147, 1.9874], [-4.2116, 1.9507, 1.4524], [-3.9545, 1.0417, -0.0341], [-3.2739, 3.2402, 2.0503], [-1.5568, 2.7622, 2.3615]], "lowdin_spin": [2.37, 0.01, 0.03, 0.00, 0.00, 0.00, 0.00, 0.00, 0.00, 0.00, 0.03, 0.00, 0.00, 0.00, 0.00, 0.00, 0.00, 0.01, 0.04, 0.00, 0.00, 0.00, 0.00, 0.00, 0.00, 0.26, 0.06, 0.60, 0.45, 0.02, 0.01, 0.01, 0.02, 0.01, 0.04, 0.00, 0.00, 0.00, 0.00, 0.00, 0.00]}

{"formula": "C9H10F2N3O5S3", "method": "ωB97M-V/def2-TZVPD", "orbital_gap_ha": 0.28163, "max_force_ev_per_a": 0.55, "charge": -1, "homo_energy_ev": -6.391, "elements": ["C", "C", "O", "C", "C", "C", "C", "C", "C", "N", "S", "N", "C", "H", "H", "H", "H", "H", "H", "H", "H", "H", "H", "N", "S", "O", "O", "F", "S", "O", "O", "F"], "xyz": [[1.1647, -2.1265, 0.6975], [1.0944, -0.7838, -0.0345], [0.2993, 0.1825, 0.6263], [-1.0003, 0.3380, 0.1266], [-1.9955, -0.6127, 0.7344], [-1.8985, -1.0428, 2.0120], [-2.8382, -1.9456, 2.5971], [-3.8948, -2.4360, 1.9076], [-4.0421, -2.0143, 0.5642], [-4.9985, -2.3944, -0.2872], [-4.7455, -1.5867, -1.6404], [-3.3827, -0.8244, -1.2941], [-3.0973, -1.1071, -0.0162], [0.8752, -2.0167, 1.7404], [0.5243, -2.8844, 0.2458], [2.1849, -2.5104, 0.6797], [0.7306, -0.9406, -1.0530], [2.0913, -0.3603, -0.1312], [-1.0158, 0.2320, -0.9606], [-1.2997, 1.3644, 0.3468], [-1.0620, -0.7023, 2.6077], [-2.6785, -2.2408, 3.6252], [-4.6026, -3.1275, 2.3403], [3.7477, 3.3650, -2.5632], [4.7462, 4.0917, -1.5611], [5.5909, 3.2026, -0.8304], [4.2022, 5.2255, -0.8868], [5.6895, 4.7121, -2.6789], [2.5760, 2.5265, -1.9354], [1.9340, 1.7410, -2.9409], [1.7552, 3.2275, -1.0004], [3.3459, 1.4486, -1.0371]], "nbo_charge": [-0.64, -0.07, -0.52, -0.09, -0.06, -0.20, -0.19, -0.22, 0.07, -0.63, 0.95, -0.63, 0.16, 0.21, 0.20, 0.21, 0.17, 0.21, 0.20, 0.21, 0.23, 0.21, 0.22, -1.23, 2.51, -0.94, -0.93, -0.51, 2.52, -0.95, -0.94, -0.52]}